# C8H14BrN2O2Ti

A molecular structure, C8H14BrN2O2Ti at a distorted geometry (ωB97M-V/def2-TZVPD, the OMol25 dataset).

As for the total charge: -1. The value obtained for the LUMO energy (spin up / spin down) is 2.25 / 2.17 eV. The spin multiplicity is 3. The expectation value of S² is 2.020.

Atoms and positions in Å:
C: 1.34 -1.84 -1.70
Ti: 0.71 0.15 -1.86
N: 0.58 2.40 -1.87
N: 2.68 0.59 -2.86
H: 1.00 2.77 -1.00
H: 0.15 -0.10 -3.36
H: 0.50 -2.50 -1.47
H: 2.09 -1.93 -0.91
H: 1.78 -2.13 -2.67
H: 3.31 1.19 -2.32
H: 2.56 1.00 -3.79
H: 3.20 -0.28 -3.03
H: 1.08 2.86 -2.64
H: -0.38 2.75 -1.89
Br: 1.45 -1.08 2.67
C: -0.38 -0.60 2.73
C: -1.15 -0.88 3.86
C: -2.54 -0.72 3.83
C: -3.18 -0.24 2.67
C: -2.42 0.08 1.55
C: -1.03 -0.05 1.59
C: -0.32 0.13 0.33
O: -0.96 -0.10 -0.78
O: 0.91 0.50 0.19
H: -0.67 -1.28 4.75
H: -3.13 -0.96 4.72
H: -4.27 -0.15 2.62
H: -2.89 0.42 0.62

# C8H14BrNO

A single C8H14BrNO molecule at a distorted geometry (ωB97M-V/def2-TZVPD, the OMol25 dataset).

The value obtained for the LUMO energy is -0.02 eV. Its structure (SMILES) is CCCC[C@]1(CC)C(=O)N1Br. As for the energy relative to the best compared isomer or geometry (same formula, charge and spin): 59.6 kcal per mole.

Atoms and positions in Å:
C: 0.42 -0.22 -2.19
C: 0.90 0.06 -0.81
C: 2.32 2.18 -1.31
C: -3.14 -1.37 1.87
C: 2.27 0.76 -0.79
C: 0.23 0.29 0.51
C: -1.92 -0.47 1.75
C: -1.05 -0.48 0.41
N: 0.90 -1.31 -1.49
O: -0.12 0.13 -3.16
Br: 2.08 -2.70 -1.59
H: 1.59 2.09 -2.19
H: 3.38 2.45 -1.64
H: 2.07 2.89 -0.46
H: -3.98 -1.02 1.15
H: -3.45 -1.34 2.81
H: -2.91 -2.28 1.55
H: 2.65 0.78 0.17
H: 3.10 0.22 -1.32
H: 0.74 -0.08 1.50
H: -0.16 1.31 0.67
H: -1.20 -0.70 2.62
H: -2.22 0.69 1.97
H: -0.68 -1.63 0.33
H: -1.81 -0.25 -0.36

# C8H14BrOP

A single C8H14BrOP molecule at a distorted geometry (ωB97M-V/def2-TZVPD, the OMol25 dataset).

The value obtained for the LUMO energy (spin up / spin down) is -0.63 / -0.37 eV. As for the energy relative to the best compared isomer or geometry (same formula, charge and spin): 117.1 kcal per mole.

Atoms and positions in Å:
C: 0.01 -0.44 -0.28
C: -0.61 0.63 -0.61
C: -1.03 3.42 0.97
C: 1.17 -2.05 -1.54
C: 0.10 -2.75 0.59
C: 2.03 -1.11 0.77
C: -1.03 2.97 -0.40
C: 0.83 -1.59 -0.08
O: -0.13 1.86 -0.79
P: -2.36 0.03 -1.17
Br: -3.50 0.27 0.65
H: -0.85 2.57 1.66
H: -0.29 4.21 1.21
H: -1.97 3.85 1.06
H: 2.09 -2.75 -1.47
H: 0.40 -2.47 -2.20
H: 1.41 -1.02 -1.99
H: -0.25 -2.45 1.50
H: 0.79 -3.58 0.81
H: -0.72 -3.17 -0.08
H: 2.65 -0.31 0.25
H: 2.76 -1.77 1.23
H: 1.41 -0.57 1.60
H: -0.84 3.75 -1.09
H: -2.06 2.50 -0.62